Molecular formula: C44H113N11O16
Method: DFT, wB97M-V/def2-TZVPD

The HOMO-LUMO gap is 9.14 eV. The calculation puts the highest occupied orbital energy at -8.69 eV. The value obtained for the maximum force is 0.054 Eh/bohr. As for the energy above the lowest of the compared OMol25 structures with the same formula, charge and spin: 39.1 kcal per mole. The SMILES is COCCNCCOC.COCCNCCOC.COCCNCCOC.COCCNCCOC.COCCNCCOC.COCCNCCOC.COCCNCCOC.NC(N)=O.NC(N)=O. The value obtained for the LUMO energy is 0.4 eV. As for the total energy: -3550.052582 Ha.

Last column: Mulliken charge in e.
Atoms and positions in Å:
C 25.59593 -29.31084 -14.19951  -0.4062
O 25.96070 -30.32464 -15.12888  -0.3989
C 25.13766 -31.49852 -15.05020  -0.4618
C 23.67111 -31.19145 -15.48005  -0.2682
N 22.99797 -32.39753 -15.92419  0.0587
C 23.28413 -32.66591 -17.32629  -0.4342
C 22.59477 -33.96748 -17.74942  -0.9344
O 21.20054 -33.90210 -17.59837  0.0220
C 20.51820 -35.10406 -17.95192  -0.9424
H 24.55448 -29.03151 -14.35434  0.0874
H 26.22348 -28.45981 -14.46958  0.2614
H 25.86494 -29.54775 -13.16709  0.2604
H 25.24261 -31.89691 -14.04051  0.2949
H 25.57264 -32.11277 -15.83706  0.2933
H 23.79015 -30.43895 -16.26797  0.1606
H 23.25879 -30.69514 -14.60107  0.1487
H 22.03685 -32.50049 -15.64480  -0.0448
H 24.33847 -32.91173 -17.45582  0.3119
H 22.98517 -31.83339 -17.97077  0.2441
H 23.01754 -34.74345 -17.09880  0.4531
H 22.92344 -34.24402 -18.75748  0.4210
H 21.20330 -35.95360 -18.05628  0.4268
H 20.22907 -34.90888 -18.98814  0.3119
H 19.71793 -35.45839 -17.30934  0.2305
C 18.56475 -32.04227 -1.36466  -0.6729
O 19.76319 -31.71542 -0.67138  -0.4370
C 20.73808 -31.13670 -1.54108  -0.5681
C 20.29768 -29.98130 -2.45915  -0.6834
N 21.52034 -29.21081 -2.72945  -0.0727
C 21.22692 -28.24800 -3.79551  -0.6350
C 22.48516 -27.43397 -4.14975  -0.7594
O 23.45869 -28.20361 -4.83285  0.0393
C 24.51639 -27.41750 -5.26501  -1.1020
H 17.96225 -32.58438 -0.63688  0.2493
H 18.84275 -32.80487 -2.10415  0.2942
H 18.03938 -31.18809 -1.78702  0.2628
H 21.01708 -32.01900 -2.13841  0.3057
H 21.62961 -30.91312 -0.95824  0.3281
H 19.51409 -29.41479 -1.93633  0.3181
H 19.86082 -30.32116 -3.39589  0.4609
H 21.78774 -28.68483 -1.90451  0.2550
H 20.40341 -27.56745 -3.54207  0.4619
H 20.87280 -28.80265 -4.66649  0.1227
H 22.88178 -26.83729 -3.32215  0.4431
H 22.13853 -26.68612 -4.87837  0.4673
H 25.05333 -27.97608 -6.04126  0.3321
H 25.25427 -27.00677 -4.57028  0.2913
H 24.22982 -26.57950 -5.92379  0.3676
C 21.68153 -32.78728 -6.88875  0.6579
O 22.53228 -33.87682 -7.22133  -0.4552
C 22.05357 -34.60632 -8.36124  -0.4742
C 20.95830 -35.64597 -8.06392  -0.3067
N 19.64509 -35.14935 -7.70915  -0.3975
C 18.90242 -34.62120 -8.87758  1.5170
C 17.44897 -34.38669 -8.51923  -0.6312
O 16.70711 -35.50763 -8.11046  -0.4277
C 16.07316 -36.20132 -9.15552  -0.5667
H 22.17906 -31.86147 -6.58615  -0.4798
H 21.18858 -33.09009 -5.95562  0.3424
H 20.84577 -32.50278 -7.52660  -0.3219
H 22.95630 -35.13416 -8.66827  0.4333
H 21.69320 -33.99300 -9.19373  0.1059
H 21.37288 -36.24490 -7.24757  0.5345
H 20.98185 -36.33117 -8.92871  -0.1145
H 19.21339 -35.93895 -7.24477  0.3457
H 19.01097 -35.34791 -9.69253  -0.3588
H 19.45651 -33.70082 -9.05385  -0.7485
H 17.05640 -33.98161 -9.46453  0.3264
H 17.30611 -33.60807 -7.77122  0.3759
H 16.74323 -36.83247 -9.74999  0.1015
H 15.57466 -35.52962 -9.86085  0.3126
H 15.31618 -36.88878 -8.78061  0.2827
C 22.14638 -23.74076 -18.00033  -0.8587
O 20.90305 -24.24798 -17.54947  -0.3903
C 21.03278 -24.76446 -16.23457  -0.5900
C 19.63598 -25.13946 -15.69506  -0.6808
N 18.88577 -25.80944 -16.74579  0.0769
C 17.45528 -25.81662 -16.34564  -1.0792
C 17.08109 -26.78260 -15.19838  -0.2575
O 17.56335 -26.35672 -13.93995  -0.2760
C 16.89292 -26.98146 -12.87338  -0.7385
H 22.99248 -24.33089 -17.63637  0.3504
H 22.36625 -22.71176 -17.69935  0.3106
H 22.10900 -23.78514 -19.08851  0.2570
H 21.50338 -24.08240 -15.52272  0.4686
H 21.59671 -25.70471 -16.28532  0.2277
H 19.26206 -24.17485 -15.31071  0.4914
H 19.74144 -25.67585 -14.75135  0.2214
H 18.99865 -25.26475 -17.59174  0.2493
H 16.98763 -26.18290 -17.26024  0.4651
H 17.16308 -24.81712 -16.01008  0.3988
H 17.54309 -27.75423 -15.40162  0.0591
H 15.98735 -26.80497 -15.19435  0.5010
H 16.81773 -28.07564 -12.86970  0.3195
H 15.86561 -26.59442 -12.93221  0.4357
H 17.24178 -26.72655 -11.87878  0.0796
C 17.07042 -33.09961 -17.90988  -0.7810
O 17.77073 -31.88812 -17.74659  -0.0042
C 17.90965 -31.16735 -18.94397  -1.1543
C 18.61920 -29.85661 -18.69678  0.1690
N 20.03717 -30.04010 -18.38753  -0.1039
C 20.73470 -28.78154 -18.18607  0.5335
C 20.62261 -27.72842 -19.31474  -0.9355
O 21.37921 -28.19189 -20.44553  -0.3992
C 21.47956 -27.25226 -21.49142  -0.7805
H 16.05322 -32.91271 -18.26624  0.3462
H 17.06155 -33.63413 -16.96274  0.1118
H 17.56614 -33.75558 -18.63484  0.2988
H 16.96088 -31.03551 -19.47950  0.4013
H 18.53901 -31.71335 -19.66236  0.3458
H 18.11393 -29.22658 -17.95222  -0.0764
H 18.57882 -29.33185 -19.65228  0.4430
H 20.15198 -30.55550 -17.52131  0.0273
H 21.79214 -28.98786 -18.01227  0.1628
H 20.35238 -28.20580 -17.32799  -0.3584
H 21.17833 -26.82692 -19.04882  0.4654
H 19.57658 -27.53279 -19.54875  0.4161
H 20.45521 -26.96613 -21.75170  0.3203
H 21.91915 -27.72465 -22.36921  0.2728
H 22.11223 -26.39121 -21.25441  0.2544
C 20.84707 -28.76190 -14.43578  -0.5897
O 20.71382 -29.61082 -13.30173  -0.3495
C 19.47503 -30.28396 -13.15310  0.2269
C 19.53584 -30.92276 -11.80154  -0.7441
N 19.70213 -29.99481 -10.67991  0.3403
C 20.23179 -30.69455 -9.52503  -0.4095
C 20.63054 -29.67843 -8.40522  -0.2587
O 21.80161 -29.00985 -8.80537  -0.3379
C 22.62275 -28.55188 -7.70857  -0.5740
H 21.78041 -29.00846 -14.94829  -0.0106
H 20.89926 -27.73803 -14.07151  0.3335
H 20.09459 -28.91941 -15.21090  0.1903
H 19.42592 -31.11749 -13.86678  0.1437
H 18.59108 -29.66493 -13.33460  -0.2145
H 20.30981 -31.69342 -11.70556  0.1388
H 18.58720 -31.47440 -11.73603  0.1341
H 20.33288 -29.25667 -10.97657  0.4269
H 21.14595 -31.20577 -9.85949  0.5237
H 19.61533 -31.48307 -9.09372  -0.2068
H 20.80475 -30.36020 -7.56553  -0.1195
H 19.84886 -28.98823 -8.07819  0.2767
H 22.67442 -29.32245 -6.94271  0.2166
H 22.21961 -27.57251 -7.44527  0.2679
H 23.57355 -28.48762 -8.24058  0.1965
C 19.46625 -38.96665 -10.37362  -0.9433
O 19.79475 -37.76168 -11.01815  -0.0596
C 20.78225 -37.90792 -12.01174  -0.8436
C 21.19802 -36.55179 -12.56120  -0.2918
N 20.06133 -35.86774 -13.14342  -0.2650
C 20.41676 -34.62144 -13.78107  -0.7294
C 19.23645 -34.00158 -14.48037  -0.0648
O 18.26414 -33.60840 -13.52773  0.0662
C 16.99989 -33.34866 -14.08956  -0.8997
H 20.18682 -39.41443 -9.68001  0.3351
H 19.20299 -39.70173 -11.13809  0.3615
H 18.61095 -38.80941 -9.71550  0.2258
H 20.42646 -38.60764 -12.78520  0.4497
H 21.62318 -38.45548 -11.55840  0.4586
H 22.03058 -36.73830 -13.23991  0.4257
H 21.56343 -36.04308 -11.65368  0.0116
H 19.44326 -35.77355 -12.34451  0.2293
H 21.17188 -34.71229 -14.56677  0.4891
H 20.79526 -33.83744 -13.10864  0.0228
H 18.84389 -34.58855 -15.31952  0.2892
H 19.48875 -33.05158 -14.98076  -0.0021
H 17.10587 -32.62773 -14.91324  0.1442
H 16.44719 -32.76735 -13.34798  0.3056
H 16.47576 -34.25961 -14.38297  0.3259
C 24.77007 -31.53201 -3.19065  0.5042
O 25.36882 -32.59950 -3.22466  -0.6869
N 23.83524 -31.13891 -4.10776  -0.0161
N 24.94836 -30.60649 -2.18860  -0.3118
H 23.80484 -31.69420 -4.94805  0.1114
H 23.53052 -30.18239 -4.21471  0.0458
H 24.65466 -29.68425 -2.45125  0.1752
H 25.49691 -30.85758 -1.39122  0.2038
C 16.87547 -28.58255 -9.02445  0.4313
O 16.06524 -28.03394 -8.27005  -0.7212
N 17.76516 -27.90481 -9.78925  -0.2073
N 16.81589 -29.92147 -9.27103  -0.2455
H 17.68092 -26.91551 -9.62821  0.2252
H 18.50256 -28.42759 -10.25528  0.3145
H 17.49290 -30.31818 -9.90350  0.1349
H 16.30241 -30.51945 -8.65263  0.1662